Entry 1:
A single C4H8N2O molecule, computed with the ωB97M-V functional and the def2-TZVPD basis.

The max |F| is 0.0736 hartree/bohr. The energy comes out at -341.81299 hartree. Its LUMO energy is 1.02 eV. The SMILES is OC/C=N\N1CC1. For the relative energy (zero: lowest compared OMol25 entry of this formula, charge and spin), the calculation gives 500.6 kJ/mol. As for the HOMO energy: -8.84 eV.

Each line ends with the Löwdin charge.
Positions of all 15 atoms, in Å:
O (-0.704, 2.069, 0.244)  -0.09
C (-1.501, 1.146, 0.842)  -0.32
C (-1.677, -0.195, 0.070)  -0.14
N (-0.776, -0.776, -0.554)  0.02
N (0.498, -0.154, -0.326)  -0.20
C (1.702, -0.499, -1.201)  -0.08
C (1.535, -1.108, 0.171)  -0.14
H (0.194, 1.508, 0.185)  0.12
H (-1.294, 0.775, 1.890)  0.12
H (-2.491, 1.576, 1.034)  0.11
H (-2.667, -0.716, -0.382)  0.15
H (1.327, -1.053, -2.007)  0.07
H (2.447, 0.411, -1.204)  0.14
H (1.151, -2.193, 0.255)  0.12
H (2.256, -0.790, 0.984)  0.11

Entry 2:
A single C4H8N2O molecule, computed with the ωB97M-V functional and the def2-TZVPD basis.

The max |F| is 0.1010 hartree/bohr. The energy comes out at -341.91236 hartree. Its LUMO energy is 0.08 eV. The SMILES is [H]/N=C/C(=O)N(C)C. For the relative energy (zero: lowest compared OMol25 entry of this formula, charge and spin), the calculation gives 239.7 kJ/mol. As for the HOMO energy: -9.24 eV.

Each line ends with the Löwdin charge.
Positions of all 15 atoms, in Å:
H (2.672, 2.082, 0.227)  0.05
N (1.832, 1.587, -0.083)  0.11
C (1.896, 0.333, 0.388)  -0.10
C (0.891, -0.686, 0.213)  -0.42
O (1.236, -1.840, 0.023)  0.07
N (-0.514, -0.281, 0.201)  -0.13
C (-0.895, 1.024, -0.228)  -0.11
C (-1.512, -1.353, -0.102)  -0.03
H (2.760, -0.033, 0.939)  0.12
H (-0.443, 1.713, 0.346)  0.02
H (-0.674, 1.234, -1.281)  0.09
H (-2.051, 1.108, -0.090)  0.13
H (-1.702, -1.263, -1.113)  0.06
H (-1.060, -2.285, 0.143)  0.07
H (-2.436, -1.341, 0.417)  0.07

Q: What is the formula in the first record?
A: C4H8N2O

Q: Which of these has the highest LUMO?
A: number 1